This record from the Open Molecules 2025 dataset describes a structure of composition C27H36NRe. The level of theory is ωB97M-V/def2-TZVPD.

Geometry as XYZ:
```
65
C27H36NRe, DFT ωB97M-V/def2-TZVPD
C -1.329 2.066 0.241
C -0.378 1.911 -0.823
C 0.929 1.866 -0.240
C 0.789 1.973 1.184
C -0.613 2.085 1.484
Re -0.251 0.308 0.513
C 2.399 -2.598 1.820
C 1.051 -2.313 1.894
H 0.386 -2.869 1.164
C 0.464 -0.955 2.156
H 1.167 -0.355 2.747
H -0.480 -1.072 2.692
C 2.746 -3.750 0.806
H 1.900 -3.893 0.088
H 3.576 -3.397 0.162
H 3.029 -4.723 1.298
C 3.294 -1.352 1.410
H 2.639 -0.650 0.811
H 3.770 -0.797 2.274
H 4.041 -1.673 0.657
C -0.704 1.872 -2.283
H -1.677 1.395 -2.458
H -0.751 2.890 -2.705
H 0.039 1.276 -2.826
C 2.203 1.921 -1.029
H 2.136 1.243 -1.886
H 2.384 2.936 -1.420
H 3.060 1.632 -0.413
C 1.890 2.170 2.185
H 2.858 1.884 1.762
H 1.951 3.222 2.503
H 1.712 1.577 3.087
C -1.237 2.270 2.832
H -0.521 2.041 3.626
H -1.583 3.305 2.964
H -2.110 1.618 2.957
C -2.803 2.270 0.090
H -3.349 1.806 0.919
H -3.061 3.340 0.083
H -3.167 1.831 -0.846
C 0.690 -0.836 -3.334
C 1.948 -1.369 -2.665
C 1.085 -0.540 -4.628
C 3.304 -1.165 -2.973
H 2.184 -1.957 -1.706
C 2.481 -0.449 -4.967
H 0.352 -0.367 -5.403
C 3.639 -0.659 -4.216
H 4.021 -1.545 -2.198
H 2.729 -0.127 -5.973
H 4.688 -0.549 -4.388
N -1.764 -1.150 -0.196
C -3.048 -1.071 0.503
C -4.193 -0.677 -0.195
C -5.372 -0.406 0.518
C -5.395 -0.533 1.912
C -4.253 -0.961 2.594
C -3.089 -1.274 1.880
H -1.870 -0.945 -1.193
H -1.337 -2.071 -0.110
H -4.160 -0.550 -1.282
H -6.269 -0.088 -0.021
H -6.308 -0.311 2.469
H -4.253 -1.069 3.682
H -2.212 -1.642 2.410
```

Energy above the lowest of the compared OMol25 structures with the same formula, charge and spin = 176.6 kJ/mol
Total charge = +1
Gap between HOMO and LUMO (spin up / spin down) = 7.28 / 5.93 eV
⟨S²⟩ = 3.774
Spin multiplicity = 4
Largest force on an atom = 0.137 hartree/bohr
Highest occupied orbital energy (spin up / spin down) = -10.54 / -10.61 eV